# 1
# C4H6O

2 unconnected molecules or ions with the total composition C4H6O at a distorted geometry (the ωB97M-V functional and the def2-TZVPD basis, the OMol25 dataset).

Results
HOMO-LUMO gap, hartree: 0.3397
Energy relative to the best compared isomer or geometry (same formula, charge and spin), kJ/mol: 420.6

```
! wB97M-V def2-TZVPD RIJCOSX def2/J DEFGRID3
* xyz 0 1
O 0.679 1.677 -0.694
C 0.076 0.640 -1.286
C -0.118 -0.687 -0.265
C -0.019 -0.080 1.024
C -0.193 -0.527 2.119
H 0.603 1.364 0.637
H -0.957 0.820 -1.595
H 0.687 0.263 -2.104
H -1.089 -1.137 -0.469
H 0.681 -1.409 -0.428
H -0.350 -0.924 3.061
*
```

# 2
# C4H6O

C4H6O in the gas phase at a distorted geometry (the ωB97M-V functional and the def2-TZVPD basis, the OMol25 dataset).

Results
SMILES string: CC#CCO
HOMO-LUMO gap, hartree: 0.3788
Energy relative to the best compared isomer or geometry (same formula, charge and spin), kJ/mol: 182.9

```
! wB97M-V def2-TZVPD RIJCOSX def2/J DEFGRID3
* xyz 0 1
C -1.920 0.280 -1.222
C -0.536 0.282 -0.748
C 0.509 0.068 -0.136
C 1.629 0.039 0.806
H -1.863 -0.662 -1.862
H -2.689 0.367 -0.315
H -2.088 1.185 -1.916
H 1.444 0.769 1.592
H 2.637 0.275 0.412
H 1.046 -1.369 1.965
O 1.832 -1.236 1.424
*
```

# 3
# C4H6O

C4H6O in the gas phase (the ωB97M-V functional and the def2-TZVPD basis, the OMol25 dataset).

Results
SMILES string: C#CCOC
HOMO-LUMO gap, hartree: 0.3983
Energy relative to the best compared isomer or geometry (same formula, charge and spin), kJ/mol: 207.3

```
! wB97M-V def2-TZVPD RIJCOSX def2/J DEFGRID3
* xyz 0 1
C -1.713 0.363 -0.001
O -0.437 0.470 0.579
C 0.437 -0.636 0.566
C 1.629 -0.210 -0.181
C 2.455 0.393 -0.817
H -1.826 -0.512 -0.657
H -1.891 1.264 -0.600
H -2.470 0.316 0.791
H 0.692 -0.892 1.603
H -0.008 -1.534 0.111
H 3.132 0.978 -1.393
*
```

# 4
# C4H6O

2 unconnected molecules or ions with the total composition C4H6O at a distorted geometry (the ωB97M-V functional and the def2-TZVPD basis, the OMol25 dataset).

Results
HOMO-LUMO gap (alpha / beta), hartree: 0.2935 / 0.2922
Energy relative to the best compared isomer or geometry (same formula, charge and spin), kJ/mol: 728.2

```
! wB97M-V def2-TZVPD RIJCOSX def2/J DEFGRID3
* xyz 0 1
C 0.962 0.352 -0.782
C 1.144 2.463 0.605
C 0.173 -0.943 -0.658
C -1.001 -1.000 0.211
O 0.167 0.079 -1.715
H 0.133 2.144 0.796
H 1.770 2.150 1.400
H 0.598 -1.926 -1.103
H -1.715 -1.805 -0.211
H -1.547 -0.159 0.291
H -0.683 -1.354 1.165
*
```

# 5
# C4H6O

A molecular structure, C4H6O at a distorted geometry (the ωB97M-V functional and the def2-TZVPD basis, the OMol25 dataset).

Results
HOMO-LUMO gap, hartree: 0.3590
Energy relative to the best compared isomer or geometry (same formula, charge and spin), kJ/mol: 389.3

```
! wB97M-V def2-TZVPD RIJCOSX def2/J DEFGRID3
* xyz 0 1
C -1.267 -0.247 -0.051
C 0.023 0.027 0.723
C 1.255 -0.343 -0.128
O 0.750 -0.284 -1.414
C -0.786 0.990 -0.005
H -2.254 -0.651 0.078
H -0.404 -0.694 -1.145
H 0.070 0.091 1.808
H 1.713 -1.319 0.096
H 1.992 0.439 0.131
H -1.014 2.033 -0.118
*
```

# 6
# C4H6O

C4H6O in the gas phase at a distorted geometry (the ωB97M-V functional and the def2-TZVPD basis, the OMol25 dataset).

Results
HOMO-LUMO gap, hartree: 0.3523
Energy relative to the best compared isomer or geometry (same formula, charge and spin), kJ/mol: 263.8

```
! wB97M-V def2-TZVPD RIJCOSX def2/J DEFGRID3
* xyz 0 1
C 0.999 -0.153 0.366
C 1.819 -0.453 -0.631
C -0.342 0.495 0.147
C -1.446 -0.476 -0.156
O -2.479 0.120 0.401
H 1.339 -0.324 1.388
H 2.790 -0.920 -0.448
H -0.616 1.043 1.038
H -0.339 1.267 -0.711
H 1.580 -0.208 -1.715
H -3.305 -0.392 0.322
*
```

# 7
# C4H6O

C4H6O in the gas phase (the ωB97M-V functional and the def2-TZVPD basis, the OMol25 dataset).

Results
SMILES string: C=CC(=C)O
HOMO-LUMO gap, hartree: 0.3551
Energy relative to the best compared isomer or geometry (same formula, charge and spin), kJ/mol: 60.9

```
! wB97M-V def2-TZVPD RIJCOSX def2/J DEFGRID3
* xyz 0 1
C 0.488 -0.465 1.640
C 0.269 -0.236 0.342
O 1.205 -0.650 -0.578
C -0.911 0.359 -0.278
C -0.884 0.807 -1.528
H 1.452 -0.894 1.897
H -0.146 -0.317 2.500
H 1.994 -0.929 -0.108
H -1.803 0.365 0.335
H 0.001 0.654 -2.136
H -1.665 1.304 -2.087
*
```

# 8
# C4H6O

C4H6O in the gas phase (the ωB97M-V functional and the def2-TZVPD basis, the OMol25 dataset).

Results
SMILES string: C=C=COC
HOMO-LUMO gap, hartree: 0.3731
Energy relative to the best compared isomer or geometry (same formula, charge and spin), kJ/mol: 246.1

```
! wB97M-V def2-TZVPD RIJCOSX def2/J DEFGRID3
* xyz 0 1
C -1.295 0.711 -0.370
O -0.048 1.212 0.070
C 0.925 -1.443 0.828
C 1.332 -0.553 -0.037
C 1.065 0.633 -0.518
H -1.202 -0.235 -0.921
H -1.741 1.465 -1.022
H -1.950 0.540 0.492
H 1.204 -1.337 1.872
H 0.170 -2.171 0.547
H 1.564 1.235 -1.267
*
```

# 9
# C4H6O

C4H6O in the gas phase (the ωB97M-V functional and the def2-TZVPD basis, the OMol25 dataset).

Results
HOMO-LUMO gap, hartree: 0.3581
Energy relative to the best compared isomer or geometry (same formula, charge and spin), kJ/mol: 301.5

```
! wB97M-V def2-TZVPD RIJCOSX def2/J DEFGRID3
* xyz 0 1
C 1.148 0.551 -0.445
O 0.912 -0.856 -0.338
C -0.291 -1.022 0.387
C -1.006 0.321 0.210
C -0.069 1.355 -0.171
H 1.821 0.908 0.361
H 1.652 0.758 -1.392
H -0.099 -1.208 1.458
H -0.838 -1.880 -0.016
H -1.885 0.553 0.804
H -1.343 0.521 -0.858
*
```

# 10
# C4H6O2

A molecular structure, C4H6O2 (the ωB97M-V functional and the def2-TZVPD basis, the OMol25 dataset).

Results
HOMO-LUMO gap, hartree: 0.4166
Energy relative to the best compared isomer or geometry (same formula, charge and spin), kJ/mol: 60.3

```
! wB97M-V def2-TZVPD RIJCOSX def2/J DEFGRID3
* xyz 0 1
C 1.423 -0.253 0.037
C -0.052 -0.255 0.412
C -0.887 1.025 0.248
O -1.709 0.378 -0.767
C -0.978 -0.773 -0.682
O -1.092 -1.773 -1.322
H 2.060 0.094 0.858
H 1.719 -1.271 -0.234
H 1.606 0.386 -0.833
H -0.228 -0.778 1.359
H -0.365 1.888 -0.178
H -1.496 1.331 1.101
*
```

# 11
# C4H6O2

C4H6O2 in the gas phase (the ωB97M-V functional and the def2-TZVPD basis, the OMol25 dataset).

Results
SMILES string: C=C(O)CC=O
HOMO-LUMO gap, hartree: 0.3544
Energy relative to the best compared isomer or geometry (same formula, charge and spin), kJ/mol: 119.8

```
! wB97M-V def2-TZVPD RIJCOSX def2/J DEFGRID3
* xyz 0 1
O 1.230 -1.529 1.143
C 0.546 -1.598 0.143
C -0.610 -0.657 -0.110
C -0.147 0.765 0.122
O 0.225 1.043 1.400
C -0.088 1.678 -0.844
H 0.613 0.232 1.774
H 0.769 -2.354 -0.632
H -1.405 -0.908 0.608
H -1.007 -0.788 -1.119
H -0.425 1.447 -1.848
H 0.299 2.669 -0.637
*
```

# 12
# C4H6O2

A molecular structure, C4H6O2 at a distorted geometry (the ωB97M-V functional and the def2-TZVPD basis, the OMol25 dataset).

Results
HOMO-LUMO gap, hartree: 0.3107
Energy relative to the best compared isomer or geometry (same formula, charge and spin), kJ/mol: 438.6

```
! wB97M-V def2-TZVPD RIJCOSX def2/J DEFGRID3
* xyz 0 1
C 1.344 0.050 -0.540
C -0.382 0.641 0.222
O -0.347 1.855 0.432
C 0.098 -0.369 1.104
C -1.573 -0.062 -0.539
O -1.610 -1.154 -1.052
H 0.977 -0.490 -1.422
H 2.104 -0.517 -0.036
H 1.750 1.035 -0.822
H 0.005 -1.415 0.835
H 0.126 -0.102 2.175
H -2.492 0.527 -0.357
*
```

> energy relative to the best compared isomer or geometry (same formula, charge and spin) of number 11 (C4H6O2)?

119.8 kJ/mol

> The lowest energy relative to the best compared isomer or geometry (same formula, charge and spin) belongs to which entry?

number 10